ORCA calculation (ωB97M-V/def2-TZVPD) on a molecular structure, C6H6Cl2NP in a non-equilibrium geometry.

Structure (XYZ):
```
16
Properties=species:S:1:pos:R:3:mulliken_charge:R:1
C -0.642 0.752 -1.064 -0.206
C 0.275 -0.168 -1.284 -0.699
C -1.105 1.081 0.191 -0.799
C 0.822 -0.781 -0.233 -0.014
C -0.580 0.424 1.290 -0.180
C 0.470 -0.476 1.077 0.459
N 1.189 -1.140 2.060 -0.662
P -0.359 -1.997 3.512 0.513
Cl 0.619 -1.274 5.136 -0.162
Cl 0.383 -3.812 3.634 -0.180
H -1.081 1.394 -1.813 0.316
H 0.634 -0.434 -2.313 0.286
H -1.811 1.827 0.393 0.410
H 1.417 -1.618 -0.524 0.275
H -1.004 0.561 2.264 0.364
H 1.506 -2.167 1.876 0.279
```

## Properties
Charge: 0
M in g/mol: 194.0
ΔE to the lowest compared entry with this formula, charge and spin in eV: 1.1702